Record 1
C5H4Br2S | wB97M-V/def2-TZVPD

Structure (XYZ):
```
12
C5H4Br2S (wB97M-V/def2-TZVPD)
C 1.112 0.888 -0.464
C 1.377 0.514 0.893
C 0.424 -0.033 -1.108
C 0.839 -0.679 1.239
C -2.216 -0.684 -0.882
S -0.064 -1.350 -0.053
Br -2.324 1.173 -0.591
Br -3.401 -1.599 0.328
H 1.460 1.848 -0.864
H 1.997 1.107 1.420
H 0.012 -0.119 -2.085
H 0.784 -1.066 2.168
```

As for the LUMO energy: -0.988 eV. The value obtained for the HOMO energy is -8.69 eV. Its energy above the lowest of the compared OMol25 structures with the same formula, charge and spin is 74.98 kcal per mole.

Record 2
C21H21I2N4O2Sn | wB97M-V/def2-TZVPD

Structure (XYZ):
```
51
C21H21I2N4O2Sn (wB97M-V/def2-TZVPD)
Sn -0.581 -1.346 0.196
I 0.373 5.014 5.243
C -0.121 3.299 4.330
C -0.900 2.343 5.011
C -1.268 1.195 4.372
I -2.367 -0.244 5.278
C -0.850 0.969 2.939
O -1.168 -0.044 2.345
C -0.032 2.004 2.261
C 0.275 1.874 0.791
N 0.814 0.570 0.339
C 2.195 0.368 0.860
C 2.630 -1.073 0.968
C 3.967 -1.387 1.148
C 4.322 -2.717 1.315
C 3.334 -3.692 1.291
C 2.028 -3.297 1.095
N 1.685 -2.009 0.936
C 0.327 3.093 2.959
H -1.200 2.526 6.035
H 0.974 2.675 0.533
H -0.643 2.069 0.233
H 0.880 0.642 -0.673
H 2.246 0.817 1.856
H 2.908 0.913 0.238
H 4.716 -0.606 1.161
H 5.359 -2.990 1.460
H 3.572 -4.738 1.414
H 1.223 -4.022 1.063
H 0.943 3.861 2.507
C 1.708 -0.932 -3.803
C 0.456 -1.188 -3.029
O 0.480 -1.237 -1.763
N -0.670 -1.371 -3.702
C -1.946 -1.684 -3.064
C -2.684 -0.462 -2.560
C -3.641 0.144 -3.359
C -4.345 1.236 -2.876
C -4.083 1.678 -1.589
C -3.118 1.018 -0.855
N -2.407 -0.017 -1.322
H 2.559 -0.894 -3.129
H 1.628 0.014 -4.341
H 1.870 -1.720 -4.538
H -0.630 -1.352 -4.711
H -1.760 -2.383 -2.248
H -2.562 -2.204 -3.794
H -3.853 -0.253 -4.343
H -5.100 1.716 -3.484
H -4.622 2.510 -1.161
H -2.919 1.315 0.168
```

As for the LUMO energy: -12.140 eV. The value obtained for the HOMO energy is -17.28 eV. The charge is +3.

Record 3
C3H12AlN6O3 | wB97M-V/def2-TZVPD

Structure (XYZ):
```
25
C3H12AlN6O3 (wB97M-V/def2-TZVPD)
Al 1.017 -1.888 2.996
C -1.620 0.691 1.490
O -0.883 0.209 2.250
N -1.382 1.701 0.681
N -2.801 0.312 1.270
H -2.256 2.007 0.278
H -0.745 2.480 0.597
H -3.382 0.742 0.565
H -3.079 -0.456 1.863
C 2.317 0.782 0.217
O 2.312 0.053 1.162
N 2.021 0.476 -0.934
N 2.457 2.086 0.221
H 1.554 -0.386 -1.177
H 2.163 1.241 -1.578
H 1.981 2.532 -0.550
H 2.698 2.465 1.125
C -0.368 -1.913 -0.856
O -0.511 -2.029 0.421
N 0.719 -2.293 -1.484
N -1.220 -1.262 -1.530
H 0.786 -2.251 -2.491
H 1.399 -2.896 -1.042
H -2.001 -0.943 -0.975
H -1.176 -1.462 -2.519
```

As for the LUMO energy: -17.790 eV. The value obtained for the HOMO energy is -21.17 eV. Its energy above the lowest of the compared OMol25 structures with the same formula, charge and spin is 236.62 kcal per mole. The charge is +3.

Record 4
C23H27AsClIOPSc | wB97M-V/def2-TZVPD

Structure (XYZ):
```
56
C23H27AsClIOPSc (wB97M-V/def2-TZVPD)
C 1.482 -1.551 -0.533
I 2.241 1.214 -0.034
H 0.531 -1.080 -0.306
H 1.724 -2.249 0.283
H 1.361 -2.198 -1.405
Sc -2.559 0.450 1.633
P -0.246 0.518 -2.292
C 1.188 0.982 -3.356
C -0.801 -0.939 -3.248
H -2.394 1.626 -2.459
H -1.517 1.617 -4.028
H -1.045 2.763 -2.727
C -1.421 1.757 -2.946
H -1.723 -1.322 -2.800
H -0.973 -0.634 -4.285
H 0.885 0.966 -4.412
H 2.021 0.291 -3.191
H -0.035 -1.722 -3.206
H 1.522 1.987 -3.076
C 2.685 -0.743 -0.756
O 3.745 -1.067 -1.231
Cl -3.114 -0.977 -0.056
C 2.546 2.800 5.713
C 3.093 2.456 4.471
C 2.352 1.683 3.573
C 1.059 1.255 3.919
C 0.545 1.544 5.178
C 1.270 2.345 6.062
As 0.121 0.097 2.635
C 0.880 -1.580 3.367
C 2.115 -2.022 2.861
C 2.700 -3.194 3.353
C 2.084 -3.891 4.403
C 0.889 -3.412 4.957
C 0.287 -2.253 4.442
C -1.586 0.221 3.633
C -2.470 -0.885 3.427
C -3.841 -0.707 3.689
C -4.361 0.576 3.856
C -3.541 1.684 3.617
C -2.139 1.539 3.694
H 3.119 3.425 6.397
H 4.099 2.790 4.196
H 2.778 1.418 2.600
H -0.420 1.149 5.490
H 0.843 2.607 7.027
H 2.628 -1.443 2.094
H 3.637 -3.569 2.931
H 2.535 -4.805 4.798
H 0.421 -3.938 5.798
H -0.632 -1.878 4.894
H -2.088 -1.858 3.117
H -4.479 -1.581 3.772
H -5.393 0.700 4.162
H -3.991 2.671 3.584
H -1.486 2.415 3.714
```

As for the LUMO energy: -9.128 eV. The value obtained for the HOMO energy is -13.11 eV. Its energy above the lowest of the compared OMol25 structures with the same formula, charge and spin is 0.00 kcal per mole. The charge is +2.

Record 5
C5H12O | wB97M-V/def2-TZVPD

Structure (XYZ):
```
18
C5H12O (wB97M-V/def2-TZVPD)
C 0.808 0.522 -1.173
C 0.778 1.014 -2.637
C -0.158 2.202 -2.794
H 0.981 1.360 -0.499
H 1.634 -0.182 -1.077
H -0.113 0.062 -0.831
H 0.456 0.169 -3.255
H 1.802 1.188 -2.982
H -1.171 1.804 -2.758
H 0.092 2.941 -2.042
H -0.070 2.682 -3.775
C 0.151 -2.395 3.756
C -1.062 -1.890 3.507
O -1.250 -1.065 2.455
H 0.224 -3.065 4.610
H 1.025 -2.265 3.139
H -1.912 -2.077 4.149
H -2.213 -1.006 2.206
```

The spin multiplicity is 2. As for the LUMO energy (spin up / spin down): 3.504 / 3.415 eV. The value obtained for the HOMO energy (spin up / spin down) is 1.12 / -4.87 eV. Its energy above the lowest of the compared OMol25 structures with the same formula, charge and spin is 13.56 kcal per mole. The charge is -1. Its expectation value of S² is 0.751.

Record 6
C12H18N7O5Tl | wB97M-V/def2-TZVPD

Structure (XYZ):
```
43
C12H18N7O5Tl (wB97M-V/def2-TZVPD)
Tl -0.461 -0.475 -2.048
N 0.295 2.958 -0.803
N -0.858 3.706 -0.605
C -2.117 3.250 -0.741
N -3.105 4.130 -0.546
N -2.228 1.972 -1.101
N -3.465 1.419 -1.214
O -4.495 1.989 -0.839
O -3.488 0.297 -1.700
H 0.291 2.142 -0.210
H 0.343 2.636 -1.761
H -0.710 4.674 -0.394
H -2.913 5.069 -0.250
H -4.037 3.755 -0.515
C -2.128 -3.178 1.487
C -1.674 -2.734 0.112
C -2.572 -3.316 -0.974
O -1.697 -1.284 0.023
C -0.211 -3.173 -0.178
O 0.241 -4.129 0.448
O 0.388 -2.472 -1.066
H -3.202 -3.001 1.615
H -1.581 -2.624 2.251
H -1.913 -4.236 1.618
H -3.605 -2.969 -0.852
H -2.562 -4.405 -0.916
H -2.223 -3.023 -1.965
H -2.605 -1.013 -0.137
N 4.146 -0.204 -1.077
C 2.916 -0.150 -1.654
N 1.976 0.183 -0.818
C 2.615 0.344 0.409
C 2.094 0.657 1.664
C 2.975 0.756 2.721
C 4.353 0.543 2.551
C 4.884 0.212 1.319
C 3.985 0.111 0.262
H 4.999 -0.479 -1.526
H 2.763 -0.377 -2.701
H 1.027 0.788 1.809
H 2.599 0.989 3.710
H 5.011 0.630 3.407
H 5.944 0.030 1.187
```

As for the LUMO energy: -0.146 eV. The value obtained for the HOMO energy is -8.12 eV. Its energy above the lowest of the compared OMol25 structures with the same formula, charge and spin is 8.58 kcal per mole.

Record 7
C5H17N2 | wB97M-V/def2-TZVPD

Structure (XYZ):
```
24
C5H17N2 (wB97M-V/def2-TZVPD)
C -0.608 -1.305 -2.335
C -0.069 0.146 -2.303
N 1.172 0.170 -1.338
H -1.426 -1.330 -3.109
H 0.150 -1.998 -2.773
H -0.908 -1.635 -1.314
H 0.298 0.506 -3.266
H -0.724 0.951 -1.914
H 0.857 -0.040 -0.370
H 1.730 1.020 -1.280
H 1.801 -0.550 -1.605
C 0.518 0.884 1.915
C -0.486 -0.284 1.567
C -1.892 0.275 1.178
N 1.736 0.284 2.479
H 0.010 1.534 2.656
H 0.674 1.520 1.000
H -0.698 -0.914 2.447
H -0.101 -0.935 0.764
H -1.652 1.054 0.430
H -2.337 0.710 2.064
H -2.518 -0.525 0.705
H 2.502 0.983 2.501
H 1.970 -0.521 1.899
```

The spin multiplicity is 2. As for the LUMO energy (spin up / spin down): -7.601 / -12.942 eV. The value obtained for the HOMO energy (spin up / spin down) is -19.95 / -19.93 eV. Its energy above the lowest of the compared OMol25 structures with the same formula, charge and spin is 8.12 kcal per mole. The charge is +2. Its expectation value of S² is 0.754.

Record 8
C2H6N4S | wB97M-V/def2-TZVPD

Structure (XYZ):
```
13
C2H6N4S (wB97M-V/def2-TZVPD)
C -0.441 -0.540 -0.640
C -0.686 -1.200 0.601
N 1.228 1.209 0.527
N -0.759 0.863 -0.697
N -0.059 1.588 0.291
N 1.575 0.208 -0.078
S 2.840 -0.781 -0.109
H -0.549 -0.971 -1.654
H -0.847 -0.464 1.379
H 0.012 -1.946 0.930
H -1.561 -1.930 0.498
H -0.592 1.300 -1.533
H -0.161 2.663 0.485
```

As for the LUMO energy (spin up / spin down): -0.168 / -0.177 eV. The value obtained for the HOMO energy (spin up / spin down) is -7.19 / -7.19 eV. Its energy above the lowest of the compared OMol25 structures with the same formula, charge and spin is 126.56 kcal per mole.

Record 9
C20H23MnN5S8 | wB97M-V/def2-TZVPD

Structure (XYZ):
```
57
C20H23MnN5S8 (wB97M-V/def2-TZVPD)
Mn 0.302 -1.367 0.233
C 0.476 -5.182 -1.765
C 0.392 -3.903 -2.586
S 0.957 -2.330 -1.856
C 2.712 -2.603 -1.445
C 2.941 -3.411 -0.180
S 1.916 -2.781 1.198
C 1.200 -4.272 1.978
C 0.832 -5.443 1.077
S -0.429 -5.069 -0.187
H 1.500 -5.497 -1.580
H -0.008 -5.968 -2.344
H -0.645 -3.686 -2.845
H 0.965 -4.008 -3.508
H 3.122 -1.596 -1.348
H 3.186 -3.077 -2.304
H 3.980 -3.331 0.137
H 2.701 -4.459 -0.322
H 0.312 -3.883 2.479
H 1.918 -4.593 2.733
H 0.391 -6.204 1.721
H 1.694 -5.901 0.596
S -4.714 0.497 5.035
C -3.546 0.015 4.008
S -3.789 -1.242 2.823
C -2.198 -1.184 2.165
C -1.330 -0.256 2.720
S 0.279 -0.116 2.165
S -1.952 0.721 3.996
S -1.688 -2.266 0.929
C 1.549 1.397 -0.785
C 0.117 1.163 -1.122
N -0.592 0.078 -0.817
C -1.839 0.220 -1.389
C -1.886 1.422 -2.010
N -0.651 2.006 -1.834
C -0.239 3.313 -2.340
N 0.200 4.163 -1.287
N 1.506 4.562 -1.246
N 1.673 5.339 -0.262
C 0.473 5.508 0.399
C 0.139 6.266 1.521
C -1.170 6.219 1.946
C -2.133 5.437 1.284
C -1.822 4.683 0.172
C -0.502 4.746 -0.267
H 1.965 0.530 -0.265
H 1.675 2.262 -0.133
H 2.136 1.579 -1.687
H -2.602 -0.533 -1.298
H -2.673 1.900 -2.568
H -1.088 3.744 -2.869
H 0.603 3.206 -3.023
H 0.882 6.874 2.018
H -1.477 6.798 2.806
H -3.149 5.432 1.656
H -2.572 4.079 -0.325
```

The spin multiplicity is 4. As for the LUMO energy (spin up / spin down): -8.313 / -8.520 eV. The value obtained for the HOMO energy (spin up / spin down) is -13.46 / -13.46 eV. The charge is +2. Its expectation value of S² is 3.981.